1.
Molecular formula: C3H3NO4
Method: DFT, wB97M-V/def2-TZVPD

Geometry as XYZ:
```
11
Properties=species:S:1:pos:R:3:forces:R:3
C -1.905382 -0.168178 -0.079988 -1.921 -1.008 -1.605
C 0.841087 1.443460 0.309156 3.420 0.345 -3.866
C 1.196396 -1.064106 -0.311720 2.781 -2.745 -0.266
H -2.703513 -0.940665 0.656571 1.980 2.730 -2.470
H 0.251380 2.092181 1.090341 1.043 -1.445 -1.416
H 0.470300 -2.019190 -0.206607 1.441 2.130 -0.450
N 0.440415 0.081294 0.049684 0.778 0.275 0.539
O -2.112456 0.433436 -1.171312 1.763 -3.044 6.299
O -0.662778 -0.441264 0.684903 -3.438 1.997 -1.409
O 1.783564 1.807849 -0.468770 -3.969 -0.613 4.070
O 2.400985 -1.224822 -0.552254 -3.879 1.379 0.575
```
Positions in Å, forces in eV/Å.

Kohn-Sham gap   10.443 eV
LUMO energy   -0.23 eV
Energy above the lowest of the compared OMol25 structures with the same formula, charge and spin   115.6 kcal/mol
E_HOMO   -10.670 eV
SMILES   O=CON(C=O)C=O

2.
Molecular formula: CH5NO2S
Method: DFT, wB97M-V/def2-TZVPD

Geometry as XYZ:
```
10
Properties=species:S:1:pos:R:3:forces:R:3
C 1.952320 1.131701 -0.549392 0.720 1.338 0.553
N -1.561276 -1.258243 -0.275648 1.171 -3.261 1.168
O -1.919702 0.654273 1.413082 0.181 -0.084 0.718
O 0.431230 -0.219713 0.943326 -2.740 -1.163 2.036
S -1.032184 -0.484867 1.329262 1.540 0.779 -4.495
H 1.134959 1.507858 0.068894 0.557 -0.053 -0.738
H 2.968014 1.522191 -0.477092 -0.261 -0.018 0.767
H 1.881520 0.624776 -1.464775 -0.984 -0.833 -0.892
H -2.407987 -1.137717 -0.848509 -0.056 0.629 1.260
H -1.446895 -2.340255 -0.139149 -0.129 2.665 -0.377
```
Positions in Å, forces in eV/Å.

Kohn-Sham gap (spin up / spin down)   5.246 / 10.491 eV
LUMO energy (spin up / spin down)   -3.14 / 0.22 eV
Energy above the lowest of the compared OMol25 structures with the same formula, charge and spin   132.1 kcal/mol
E_HOMO (spin up / spin down)   -8.383 / -10.267 eV